# C45H36F12NO2PtSSbTe

C45H36F12NO2PtSSbTe as an isolated structure in a non-equilibrium geometry (ωB97M-V/def2-TZVPD, OMol25).

```
100
C45H36F12NO2PtSSbTe ωB97M-V/def2-TZVPD
Pt -0.912 1.003 -1.848
Te -2.753 2.756 -1.299
Sb -0.391 -0.147 1.677
S -1.878 5.804 -2.364
F 3.545 1.886 -0.557
F -2.953 -0.955 0.065
F -4.554 -0.298 -1.229
F 3.718 0.150 -1.821
F -4.139 -3.165 -3.143
F -4.285 -1.217 -4.046
F 2.580 3.975 -1.797
F -4.348 -2.382 -0.727
F -2.545 -2.444 -4.402
F 4.003 2.899 -3.010
F 2.068 0.333 -0.448
F 2.152 3.632 -3.871
O -2.362 -0.146 -2.723
O 0.751 2.175 -1.909
N 0.229 -0.564 -2.454
C 2.822 1.021 -1.307
C -3.137 -3.154 4.571
C -0.983 5.092 -0.109
C -1.766 4.620 -1.126
C 0.132 3.939 3.271
C 2.096 -0.677 3.751
C 1.916 -1.109 -5.685
C 3.571 0.272 -7.009
C 1.934 1.737 -2.413
C -0.695 -4.467 -1.125
C -2.985 -1.126 3.241
C -1.710 -3.570 -1.416
C 1.101 -1.298 -4.589
C 0.236 2.769 2.519
C -0.695 4.017 4.381
C -0.521 1.650 2.894
C 1.191 2.710 1.362
C 3.332 -2.378 1.896
C 1.877 0.778 -3.621
C -3.425 -2.058 -3.459
C 2.677 0.939 -4.748
C -0.474 6.402 -0.336
C 2.104 -1.792 1.623
C -1.343 1.740 4.014
C 1.475 0.169 4.831
C -3.645 -1.263 -1.039
C -1.476 -2.277 -1.885
C -1.006 -5.839 -0.585
C -0.145 -1.844 -2.069
C -3.711 -2.012 4.041
C -3.732 0.062 2.678
C -1.806 -3.434 4.294
C 2.672 3.065 -2.770
C -1.629 -1.384 2.993
C 0.615 -4.049 -1.344
C 1.474 -0.921 2.515
C 2.717 0.023 -5.792
C -2.676 -1.376 -2.264
C 0.876 -2.774 -1.802
C 3.956 -2.104 3.101
C -1.070 -2.554 3.514
C 3.329 -1.271 4.016
C -0.888 6.924 -1.526
C -1.431 2.906 4.761
C 1.056 -0.372 -3.526
H 1.440 -4.724 -1.137
H 0.454 -2.165 -4.539
H 1.999 0.014 5.777
H 0.425 -0.087 4.972
H 4.920 -2.540 3.335
H -2.732 -3.895 -1.268
H 1.622 -2.019 0.677
H -1.910 0.876 4.334
H 3.799 -3.024 1.163
H -0.793 4.513 0.781
H 1.915 -1.849 -6.481
H 3.322 1.802 -4.830
H 3.008 0.774 -7.802
H 3.804 -1.077 4.973
H -4.756 -1.794 4.240
H -2.074 2.943 5.634
H -0.651 7.887 -1.952
H -3.724 -3.822 5.190
H 0.177 6.925 0.352
H -1.341 -4.334 4.681
H -0.170 -6.522 -0.747
H -0.032 -2.788 3.309
H -1.889 -6.262 -1.069
H 1.897 -2.454 -1.978
H -1.205 -5.808 0.490
H -3.107 0.732 2.090
H 4.425 0.908 -6.766
H 0.704 2.386 0.437
H -0.761 4.941 4.945
H 3.953 -0.663 -7.423
H 2.000 2.005 1.573
H -4.180 0.650 3.482
H 0.709 4.806 2.968
H 1.512 1.232 4.588
H -4.537 -0.279 2.026
H 1.636 3.684 1.161
```

Computed properties:
E_LUMO ... 4.14 eV
Net charge ... -2
Relative energy (zero: lowest compared OMol25 entry of this formula, charge and spin) ... 34.72 kJ/mol
HOMO energy ... -0.05110 Eh
Kohn-Sham gap ... 5.53 eV
Total energy ... -4165.94650 Ha

# C45H36N3O2PReS5

C45H36N3O2PReS5 as an isolated structure in a non-equilibrium geometry (ωB97M-V/def2-TZVPD, OMol25).

```
93
C45H36N3O2PReS5 ωB97M-V/def2-TZVPD
Re 0.259 0.433 0.232
S -2.414 2.950 2.210
S -1.521 2.910 5.044
S 0.456 2.832 7.271
S 1.318 2.727 4.434
S 0.975 2.468 1.514
P -0.057 -1.507 -1.315
O -0.032 1.779 -1.350
O 0.295 -0.584 2.015
N 2.447 0.710 -1.001
N 2.876 -0.552 1.372
N -7.214 0.102 0.861
C -0.161 -4.317 -1.244
C 0.697 -0.529 3.243
C 1.561 -0.176 -4.805
C -4.671 0.265 0.658
C 1.488 -0.337 5.954
C 1.169 -5.642 0.257
C 0.260 -5.553 -0.789
C 1.236 -3.247 0.402
C -1.797 4.277 1.131
C -1.090 2.803 3.349
C 3.085 -0.270 2.594
C 1.405 -2.606 -3.479
C 2.069 -0.365 3.604
C 3.970 -0.486 0.447
C -1.872 0.349 0.441
C -2.503 -0.418 1.422
C 2.022 -2.524 -4.715
C 0.848 -1.468 -2.903
C 2.426 -0.256 4.949
C -4.037 -2.372 -1.428
C 2.102 -1.314 -5.382
C -0.237 -0.638 4.304
C 0.337 -3.155 -0.655
C -0.141 4.023 -2.008
C 0.222 2.631 3.059
C -2.707 -2.311 -1.061
C 2.601 4.269 -1.738
C 0.471 5.233 -2.223
C 0.936 -0.252 -3.575
C -6.075 0.193 0.765
C 2.849 1.871 -1.346
C 2.010 3.020 -1.524
C 1.847 5.375 -2.055
C -3.876 -0.445 1.554
C -2.691 1.051 -0.444
C 0.102 2.825 5.679
C -1.781 -1.674 -1.885
C 1.643 -4.488 0.858
C 0.151 -0.541 5.618
C -4.456 -1.802 -2.619
C 0.592 2.887 -1.594
C 3.397 -0.367 -0.965
C -4.067 1.011 -0.354
C -3.543 -1.161 -3.435
C -2.212 -1.087 -3.069
H -1.900 -1.011 2.092
H 3.469 -0.103 5.192
H -2.380 -2.749 -0.130
H 4.208 -0.221 -1.692
H -1.507 -0.572 -3.705
H -0.110 -6.455 -1.254
H 1.502 -6.610 0.603
H -1.207 3.915 -2.135
H 1.605 -2.338 0.861
H -0.119 6.090 -2.516
H -0.792 4.043 0.798
H -5.495 -1.854 -2.906
H 3.905 2.028 -1.609
H -0.874 -4.251 -2.055
H 2.340 -4.554 1.680
H 4.633 0.366 0.660
H -4.683 1.557 -1.054
H 2.318 6.335 -2.197
H -0.595 -0.612 6.397
H -2.234 1.634 -1.230
H 4.564 -1.405 0.517
H 2.864 -1.291 -1.206
H 1.776 -0.226 6.986
H -4.754 -2.853 -0.780
H -1.821 5.213 1.678
H 1.627 0.773 -5.317
H -1.279 -0.779 4.059
H 2.444 -3.414 -5.159
H 3.674 4.353 -1.634
H 4.078 0.045 2.946
H -3.865 -0.705 -4.360
H -2.473 4.304 0.285
H 0.520 0.634 -3.118
H 1.362 -3.557 -2.971
H 2.585 -1.259 -6.348
H -4.345 -1.018 2.341
```

Computed properties:
E_LUMO (alpha / beta) ... -1.59 / -1.47 eV
HOMO energy (alpha / beta) ... -0.26389 / -0.26512 Eh
Multiplicity ... 2
Kohn-Sham gap (alpha / beta) ... 5.59 / 5.74 eV
Total energy ... -4461.71881 Ha

# C45H37BBr6N7O16

C45H37BBr6N7O16 as an isolated structure in a non-equilibrium geometry (ωB97M-V/def2-TZVPD, OMol25).

```
112
C45H37BBr6N7O16 ωB97M-V/def2-TZVPD
Br 7.924 15.867 16.971
Br 6.112 17.171 14.550
Br 0.736 22.589 19.195
Br 2.050 25.413 18.158
Br 4.796 16.749 17.650
Br 3.014 22.645 16.834
O 2.546 10.616 22.393
O 2.032 16.029 10.640
O 3.672 14.809 9.806
O -2.006 12.305 3.516
O 7.878 10.073 -0.219
O 3.616 8.763 22.469
O 9.725 11.182 0.069
O -2.021 17.138 12.443
O -8.538 11.134 6.722
O 3.531 13.540 12.550
O -6.445 11.530 6.609
O -0.199 16.106 11.725
O 0.080 19.158 13.334
O 1.422 17.540 12.530
O -0.447 12.129 5.042
O 1.724 15.016 12.688
N 4.673 8.703 7.344
N -2.228 14.261 18.069
N -7.576 11.863 6.949
N 8.549 10.894 0.345
N -1.276 12.794 4.375
N -7.161 13.245 16.496
N 3.140 9.718 21.856
C 7.876 11.670 1.406
C -9.674 14.582 16.579
C 3.408 9.703 17.586
C 6.102 16.088 16.192
C -1.536 15.340 17.538
C 0.256 18.067 12.821
C 3.549 8.574 19.618
C -0.812 17.167 12.229
C 1.437 23.553 17.615
C -8.812 13.568 8.201
C 4.074 7.573 9.832
C -9.434 13.466 17.392
C -1.036 14.887 5.824
C -8.924 14.832 8.809
C -2.018 15.401 20.211
C -1.257 16.503 18.219
C -7.812 15.550 9.116
C -6.557 15.059 8.718
C 2.900 15.107 10.712
C -2.897 16.262 4.377
C 6.580 13.241 3.292
C -7.616 13.090 7.729
C 2.811 14.418 12.101
C 5.159 9.267 8.475
C -1.605 14.206 4.733
C 3.689 8.546 18.268
C 6.090 11.959 3.023
C 3.237 9.731 20.362
C -7.421 14.350 15.733
C 7.743 13.732 2.718
C 2.999 10.921 19.637
C -1.265 16.211 6.129
C 4.889 8.726 9.727
C -8.164 12.823 17.324
C -6.423 13.892 7.982
C 3.668 6.932 8.689
C -8.632 15.033 15.734
C -2.418 14.303 19.432
C -2.283 16.900 5.463
C -2.593 14.946 3.988
C -1.522 16.529 19.618
C 3.972 7.490 7.445
C 3.089 10.882 18.222
C 6.747 11.183 2.041
C 8.374 12.935 1.755
B 1.271 16.191 11.889
H -6.636 14.821 15.160
H -10.615 15.110 16.630
H 0.591 23.486 16.932
H -0.674 17.327 17.836
H -0.266 14.307 6.310
H 5.245 11.541 3.552
H -3.495 16.905 3.748
H -5.707 15.666 8.993
H 8.329 14.565 3.075
H -7.805 16.510 9.609
H -8.813 15.891 15.104
H 3.897 7.219 10.837
H 2.618 11.816 20.107
H -1.244 17.383 20.218
H 9.282 13.260 1.269
H 5.745 10.174 8.475
H -7.832 12.025 17.971
H 6.081 13.805 4.066
H -1.175 15.302 16.521
H -2.934 13.452 19.850
H 3.607 7.625 20.130
H -3.274 14.436 3.322
H 3.789 6.885 6.570
H 5.809 15.068 15.945
H -5.451 13.605 7.609
H -9.876 15.092 9.249
H -10.166 13.113 18.103
H 3.524 9.768 16.514
H -0.820 16.712 6.976
H 5.334 9.178 10.601
H -9.733 13.049 7.983
H -2.479 17.935 5.701
H 3.079 6.038 8.836
H -2.210 15.314 21.270
H 3.974 7.602 17.827
H 6.448 10.176 1.792
H 2.759 11.729 17.639
```

Computed properties:
E_LUMO ... 0.60 eV
Net charge ... -1
HOMO energy ... -0.27877 Eh
Kohn-Sham gap ... 8.19 eV
Total energy ... -18792.84889 Ha